1.
Below is C34H29MoNPS5 as an isolated structure in a non-equilibrium geometry, with properties calculated with ωB97M-V/def2-TZVPD.

Geometry as ORCA input:
```
! wB97M-V def2-TZVPD RIJCOSX def2/J DEFGRID3
* xyz 3 1
Mo 12.099 7.788 12.196
C 12.556 6.934 18.253
C 11.959 8.187 18.162
C 11.888 8.886 16.986
C 12.510 8.328 15.845
C 13.141 7.094 15.932
C 13.205 6.368 17.117
P 12.740 9.198 14.274
C 11.976 10.843 14.362
C 12.783 11.910 13.865
C 12.389 13.231 14.032
C 11.228 13.461 14.726
C 10.382 12.449 15.217
C 10.743 11.108 15.001
C 14.530 9.390 14.081
C 15.299 10.248 14.812
C 16.676 10.350 14.490
C 17.246 9.611 13.504
C 16.402 8.744 12.714
C 16.816 7.950 11.585
C 15.959 7.071 10.941
C 14.651 6.887 11.387
C 14.146 7.744 12.343
C 15.041 8.611 13.035
H 12.509 6.450 19.158
H 11.548 8.583 19.089
H 11.422 9.807 16.998
H 13.641 6.674 14.987
H 13.696 5.416 17.094
H 13.650 11.682 13.299
H 13.029 14.025 13.629
H 10.926 14.490 14.963
H 9.465 12.717 15.728
H 10.234 10.192 15.258
H 14.942 10.925 15.563
H 17.195 11.152 15.027
H 18.273 9.726 13.316
H 17.871 8.037 11.274
H 16.217 6.439 10.121
H 14.018 6.178 10.879
S 8.481 5.682 8.148
C 8.845 6.054 9.640
S 8.499 7.590 10.435
C 9.596 7.347 11.819
C 10.166 6.093 11.900
S 11.584 5.783 12.861
S 9.698 4.949 10.661
S 10.071 8.655 12.901
C 9.562 12.295 11.468
N 9.934 11.144 10.676
C 9.478 11.306 9.257
C 11.479 10.907 10.697
C 11.921 9.751 9.837
C 12.236 10.017 8.503
C 12.559 8.978 7.628
C 12.436 7.651 8.038
C 12.183 7.395 9.340
C 11.975 8.433 10.282
H 8.529 12.167 11.760
H 9.673 13.186 10.876
H 10.110 12.331 12.380
H 9.494 10.277 11.016
H 10.174 12.006 8.768
H 8.453 11.666 9.262
H 9.496 10.314 8.821
H 11.792 10.766 11.711
H 11.894 11.844 10.357
H 12.518 11.027 8.212
H 12.767 9.285 6.619
H 12.623 6.823 7.329
H 12.050 6.390 9.697
*
```

Output
- ΔE to the lowest compared entry with this formula, charge and spin: 0.0 kJ/mol


2.
Below is a 2-piece molecular cluster, C5H15NSi overall in a non-equilibrium geometry, with properties calculated with ωB97M-V/def2-TZVPD.

Geometry as ORCA input:
```
! wB97M-V def2-TZVPD RIJCOSX def2/J DEFGRID3
* xyz 0 3
C -2.495 1.032 0.318
C 1.576 1.399 -0.586
C 2.397 -0.513 0.697
C -2.147 -0.384 0.444
C 1.105 0.208 0.282
N -0.148 -2.439 -0.243
Si -0.406 -0.765 -0.315
H -2.586 1.283 -0.714
H -3.343 1.334 0.861
H -1.674 1.765 0.651
H 2.589 1.202 -0.883
H 0.865 1.568 -1.352
H 1.502 2.191 0.045
H 3.218 0.157 0.994
H 2.811 -1.130 -0.107
H 2.309 -0.940 1.664
H -2.999 -1.167 0.279
H -1.825 -0.485 1.510
H 0.876 0.713 1.326
H 0.717 -2.893 -0.377
H -0.964 -3.010 0.099
H -0.911 0.154 -2.391
*
```

Output
- ΔE to the lowest compared entry with this formula, charge and spin: 112.8 kJ/mol
- Expectation value of S²: 2.0020


3.
Below is C10H30ClO10Zn as an isolated structure in a non-equilibrium geometry, with properties calculated with ωB97M-V/def2-TZVPD.

Geometry as ORCA input:
```
! wB97M-V def2-TZVPD RIJCOSX def2/J DEFGRID3
* xyz 1 1
Zn 0.043 -1.520 -2.936
Cl 0.012 -0.660 -1.274
C 3.172 1.757 1.293
C 2.303 0.774 0.510
O 0.984 1.105 0.178
O 3.610 2.832 0.413
H 4.003 1.243 1.774
H 2.662 2.207 2.145
H 2.407 -0.168 1.049
H 2.642 0.590 -0.510
H 0.647 0.400 -0.380
H 2.786 3.171 0.057
C 1.089 0.898 -3.531
C 2.108 0.797 -2.441
O 2.925 1.900 -2.345
O 0.583 -0.359 -3.945
H 1.498 1.325 -4.448
H 0.232 1.503 -3.233
H 2.794 -0.050 -2.445
H 1.543 0.593 -1.532
H 3.791 1.515 -2.192
H 1.016 -0.439 -4.798
C -3.730 -1.785 -1.097
C -2.361 -1.599 -0.359
O -2.510 -1.662 1.020
O -4.608 -0.713 -0.837
H -4.316 -2.603 -0.679
H -3.651 -2.061 -2.149
H -1.807 -0.718 -0.684
H -1.742 -2.478 -0.541
H -1.624 -1.665 1.391
H -5.524 -0.877 -1.073
C 0.288 -2.072 1.878
C -0.527 -1.430 2.992
O -1.479 -2.395 3.434
O -0.521 -2.191 0.653
H 0.716 -3.029 2.178
H 1.122 -1.413 1.641
H -1.030 -0.533 2.630
H 0.016 -1.002 3.834
H -1.638 -3.081 2.782
H -0.174 -1.545 0.033
C -1.198 1.269 0.706
C -0.899 2.210 1.875
O 0.446 2.700 1.732
O -0.691 -0.025 0.831
H -0.875 1.776 -0.204
H -2.283 1.161 0.706
H -0.934 1.618 2.789
H -1.498 3.120 1.919
H 0.792 1.935 1.267
H -0.613 -0.326 -0.077
*
```

Output
- ΔE to the lowest compared entry with this formula, charge and spin: 1661.0 kJ/mol


4.
Below is a 2-piece molecular cluster, C5H14 overall in a non-equilibrium geometry, with properties calculated with ωB97M-V/def2-TZVPD.

Geometry as ORCA input:
```
! wB97M-V def2-TZVPD RIJCOSX def2/J DEFGRID3
* xyz 0 1
C -0.683 -0.559 2.049
C 0.389 0.695 1.844
C -0.591 1.752 1.673
H -1.410 -0.535 1.205
H -0.398 -1.560 1.823
H -1.023 -0.613 3.069
H 0.864 0.618 0.851
H 1.171 0.839 2.624
H -0.147 2.769 1.540
H -1.237 1.861 2.458
H -1.126 1.605 0.754
C 1.091 -0.518 -2.139
C 0.013 -1.330 -2.821
H 0.557 0.386 -1.776
H 1.668 -0.914 -1.291
H 1.779 -0.070 -2.844
H -1.036 -1.047 -2.465
H -0.040 -0.997 -3.809
H 0.162 -2.383 -2.746
*
```

Output
- ΔE to the lowest compared entry with this formula, charge and spin: 139.6 kJ/mol
- SMILES: CCC.CC


5.
Below is C7H13N5 as an isolated structure in a non-equilibrium geometry, with properties calculated with ωB97M-V/def2-TZVPD.

Geometry as ORCA input:
```
! wB97M-V def2-TZVPD RIJCOSX def2/J DEFGRID3
* xyz 0 1
C 1.467 0.223 0.944
C 3.084 -0.371 -0.054
C 2.269 0.168 -1.019
C -0.711 1.869 -1.250
C -0.195 0.858 -0.634
C 4.394 -1.045 -0.363
C -4.271 0.874 0.330
N 2.603 -0.382 1.212
N 1.176 0.578 -0.311
N 2.460 0.277 -2.366
N -2.981 -0.063 1.897
N -3.095 0.824 0.850
H 0.695 0.351 1.711
H -1.771 2.070 -1.346
H -0.114 2.812 -1.637
H 4.856 -0.616 -1.195
H 5.034 -0.946 0.523
H 4.302 -2.143 -0.399
H -4.406 1.740 -0.368
H -0.654 -0.113 -0.248
H -4.943 0.305 1.132
H 2.416 1.222 -2.555
H 3.321 -0.063 -2.687
H -2.025 0.084 2.304
H -3.669 -0.199 2.684
*
```

Output
- ΔE to the lowest compared entry with this formula, charge and spin: 187.4 kJ/mol


6.
Below is a 9-piece molecular cluster, C14H46O9 overall in a non-equilibrium geometry, with properties calculated with ωB97M-V/def2-TZVPD.

Geometry as ORCA input:
```
! wB97M-V def2-TZVPD RIJCOSX def2/J DEFGRID3
* xyz 0 1
C 1.515 1.212 3.949
C 2.432 0.748 2.873
O 2.623 -0.661 3.091
H 1.558 2.275 4.188
H 1.683 0.686 4.888
H 0.474 0.977 3.723
H 3.350 1.336 2.896
H 2.003 0.804 1.873
H 1.822 -1.097 3.390
C -0.414 -0.215 -0.296
C -1.876 -0.135 -0.572
O -2.079 1.027 -1.304
H 0.136 -0.215 -1.238
H -0.330 -1.165 0.230
H 0.076 0.570 0.279
H -2.405 -0.108 0.380
H -2.141 -1.030 -1.134
H -2.128 1.767 -0.695
C -1.641 4.129 -4.719
C -0.905 3.112 -3.816
O -0.323 3.817 -2.742
H -2.532 4.318 -4.120
H -1.833 3.620 -5.663
H -1.095 5.051 -4.920
H -0.203 2.539 -4.422
H -1.601 2.397 -3.378
H 0.618 3.628 -2.759
C 2.223 -3.708 2.643
C 0.732 -3.471 2.488
O 0.459 -2.424 3.398
H 2.515 -4.664 2.209
H 2.430 -3.806 3.708
H 2.804 -2.861 2.277
H 0.063 -4.329 2.549
H 0.500 -2.972 1.548
H -0.449 -2.151 3.246
C 3.527 -2.120 -0.261
C 2.764 -2.731 -1.444
O 3.785 -3.148 -2.345
H 4.212 -2.781 0.271
H 2.866 -1.662 0.476
H 4.103 -1.263 -0.609
H 2.184 -2.029 -2.043
H 2.228 -3.624 -1.122
H 4.372 -3.774 -1.914
C -4.159 -2.796 2.442
O -3.045 -2.761 3.253
H -3.921 -2.459 1.433
H -4.444 -3.830 2.247
H -5.017 -2.379 2.969
H -3.059 -3.546 3.806
C -3.893 0.420 -4.154
O -2.897 -0.297 -3.465
H -4.754 0.393 -3.487
H -3.560 1.440 -4.348
H -4.107 0.000 -5.137
H -2.283 0.272 -2.995
C 3.018 1.496 -2.067
O 2.936 2.813 -2.561
H 1.958 1.258 -1.977
H 3.486 0.810 -2.773
H 3.390 1.403 -1.047
H 3.755 3.220 -2.271
C -2.046 3.452 2.408
O -1.647 2.103 2.222
H -1.327 3.962 1.766
H -3.089 3.581 2.117
H -1.991 3.754 3.454
H -1.403 1.825 3.108
*
```

Output
- ΔE to the lowest compared entry with this formula, charge and spin: 371.3 kJ/mol
- SMILES: CCO.CCO.CCO.CCO.CCO.CO.CO.CO.CO


7.
Below is C27H32ClN3O5SY as an isolated structure in a non-equilibrium geometry, with properties calculated with ωB97M-V/def2-TZVPD.

Geometry as ORCA input:
```
! wB97M-V def2-TZVPD RIJCOSX def2/J DEFGRID3
* xyz -1 1
Y -0.330 0.036 0.306
Cl 1.704 -0.140 -1.043
N 0.056 2.441 0.187
N -0.205 -2.485 0.489
C -0.928 3.099 -0.371
C -0.867 -3.156 -0.416
C 1.128 3.395 0.503
C 0.378 4.725 0.447
C 2.202 3.337 -0.573
C 1.731 3.092 1.862
H 1.795 3.669 -1.537
H 2.569 2.311 -0.684
H 3.021 4.006 -0.292
H 0.959 3.047 2.636
H 2.443 3.887 2.115
H 2.263 2.131 1.855
C 0.787 -3.400 1.109
C 0.544 -4.715 0.366
C 0.515 -3.552 2.594
C 2.202 -2.886 0.883
H 2.366 -2.672 -0.180
H 2.910 -3.657 1.215
H 2.386 -1.963 1.450
H -0.521 -3.874 2.749
H 0.693 -2.619 3.140
H 1.185 -4.324 2.992
O -0.508 -4.422 -0.605
H 0.165 -5.511 1.017
H 1.412 -5.073 -0.201
O -0.846 4.417 -0.320
H 0.890 5.533 -0.086
H 0.059 5.064 1.442
C -2.072 2.386 -1.051
C -1.959 -2.577 -1.282
C -1.507 -1.268 -1.890
H -2.818 -2.375 -0.607
H -2.253 -3.340 -2.032
C -1.688 -0.102 -1.187
C -1.560 1.145 -1.766
H -1.988 -0.474 1.250
C -0.991 1.242 -3.069
C -0.649 0.048 -3.706
C -0.730 2.587 -3.698
C -0.913 -1.227 -3.175
H -0.168 0.102 -4.675
C -0.546 -2.498 -3.894
H -0.147 -2.238 -4.873
H -1.422 -3.141 -4.010
H 0.211 -3.045 -3.322
H -1.595 3.243 -3.595
H -0.503 2.426 -4.754
H 0.131 3.063 -3.217
H -2.578 3.097 -1.735
H -2.787 2.092 -0.258
O 1.242 1.488 4.595
S 0.527 0.195 4.373
O 1.220 -0.998 4.510
N -0.286 0.262 2.866
C -1.575 0.476 3.022
O -2.355 0.844 1.997
C -2.081 0.355 4.378
C -3.400 0.276 4.841
C -3.615 0.065 6.202
C -2.526 -0.050 7.092
C -1.208 0.024 6.616
C -1.012 0.212 5.255
H -4.217 0.368 4.117
H -4.633 -0.012 6.592
H -2.709 -0.195 8.157
H -0.343 -0.058 7.278
*
```

Output
- ΔE to the lowest compared entry with this formula, charge and spin: 0.0 kJ/mol


8.
Below is a 2-piece molecular cluster, C4H7N overall in a non-equilibrium geometry, with properties calculated with ωB97M-V/def2-TZVPD.

Geometry as ORCA input:
```
! wB97M-V def2-TZVPD RIJCOSX def2/J DEFGRID3
* xyz 0 1
C 1.272 0.004 -0.050
C 0.836 1.306 0.452
C 0.083 0.665 -0.598
C -1.907 -0.854 0.051
N 2.074 -0.926 0.183
H 0.472 1.355 1.517
H 1.377 2.233 0.120
H -0.545 0.639 -1.473
H -1.413 -1.563 -0.669
H -2.778 -0.354 -0.141
H -1.400 -0.733 1.005
H 1.930 -1.772 -0.396
*
```

Output
- ΔE to the lowest compared entry with this formula, charge and spin: 573.7 kJ/mol


9.
Below is C20H40NP3S2V as an isolated structure in a non-equilibrium geometry, with properties calculated with ωB97M-V/def2-TZVPD.

Geometry as ORCA input:
```
! wB97M-V def2-TZVPD RIJCOSX def2/J DEFGRID3
* xyz 3 3
V 0.904 -0.730 0.305
P 2.123 1.051 1.381
P -0.966 -0.098 1.788
P -1.824 2.743 -1.798
H 1.159 -2.158 -4.446
C 0.968 -1.109 -4.174
C 1.788 -0.389 -3.338
H 2.572 -0.930 -2.816
C 3.540 0.357 2.293
C 1.626 2.288 2.667
C 2.899 2.230 0.215
C -2.576 -0.966 1.606
C -0.482 -0.766 3.429
C -1.574 1.556 2.285
C -1.638 3.332 -3.485
C -0.935 3.791 -0.632
C -3.495 2.428 -1.236
H 0.119 -0.615 -4.642
H 1.910 0.694 -3.455
H 4.073 -0.386 1.691
H 3.180 -0.128 3.208
H 4.222 1.170 2.572
H 1.138 1.806 3.521
H 0.967 3.058 2.247
H 2.529 2.794 3.034
H 3.185 1.721 -0.711
H 3.791 2.652 0.693
H 2.209 3.050 -0.021
H -3.265 -0.626 2.400
H -2.450 -2.055 1.679
H -3.015 -0.726 0.628
H -1.288 -0.542 4.141
H 0.465 -0.331 3.766
H -0.374 -1.857 3.360
H -2.307 1.442 3.094
H -2.056 2.080 1.453
H -0.765 2.187 2.654
H -2.418 4.065 -3.726
H -1.717 2.461 -4.157
H -0.644 3.791 -3.620
H -1.228 4.832 -0.797
H 0.151 3.737 -0.751
H -1.176 3.560 0.406
H -4.168 3.102 -1.771
H -3.578 2.596 -0.153
H -3.754 1.384 -1.459
C -0.235 -1.415 -1.631
C -1.515 -1.775 -2.140
C -1.775 -3.102 -2.446
C -0.848 -4.095 -2.090
C 0.388 -3.785 -1.534
C 0.754 -2.438 -1.443
S 0.351 0.260 -1.768
H -1.332 1.378 -1.938
H -2.186 -0.967 -2.433
H -2.646 -3.398 -3.047
H -1.119 -5.138 -2.227
H 1.088 -4.571 -1.220
H 1.805 -2.163 -1.282
S -0.203 -4.010 2.430
C 1.498 -3.976 2.833
C 2.198 -3.081 2.057
N 1.402 -2.475 1.105
C 0.084 -2.807 1.237
H 1.904 -4.599 3.612
H 3.250 -2.803 2.115
H -0.690 -2.587 0.481
*
```

Output
- ΔE to the lowest compared entry with this formula, charge and spin: 127.8 kJ/mol
- Expectation value of S²: 2.3014


10.
Below is a 2-piece molecular cluster, C4H12 overall in a non-equilibrium geometry, with properties calculated with ωB97M-V/def2-TZVPD.

Geometry as ORCA input:
```
! wB97M-V def2-TZVPD RIJCOSX def2/J DEFGRID3
* xyz 0 1
C -2.874 -0.896 0.226
C -1.488 -0.283 0.368
H -3.472 -0.733 1.125
H -3.414 -0.491 -0.630
H -2.795 -1.980 0.164
H -1.540 0.805 0.361
H -0.914 -0.507 -0.542
H -0.894 -0.607 1.218
C 2.086 -0.172 -0.339
C 2.284 1.353 -0.245
H 2.206 -0.426 -1.396
H 2.830 -0.789 0.169
H 1.079 -0.478 -0.063
H 1.402 1.839 0.176
H 2.449 1.767 -1.236
H 3.118 1.660 0.390
*
```

Output
- ΔE to the lowest compared entry with this formula, charge and spin: 23.7 kJ/mol
- SMILES: CC.CC


11.
Below is C21H18MnN4O6S as an isolated structure in a non-equilibrium geometry, with properties calculated with ωB97M-V/def2-TZVPD.

Geometry as ORCA input:
```
! wB97M-V def2-TZVPD RIJCOSX def2/J DEFGRID3
* xyz 1 5
Mn 0.420 0.121 -0.004
O -1.842 2.065 -5.168
C -1.317 1.581 -4.048
C -0.027 1.030 -3.990
C 0.432 0.582 -2.780
N -0.326 0.659 -1.684
C -1.568 1.155 -1.723
C -2.106 1.629 -2.887
C -2.190 1.110 -0.329
O -3.324 1.431 -0.112
O -1.314 0.665 0.546
C 1.784 -0.041 -2.436
O 2.602 -0.302 -3.272
O 1.867 -0.253 -1.142
H -1.234 1.985 -5.912
H 0.604 0.952 -4.866
H -3.110 2.031 -2.919
C 1.306 5.011 3.923
N 1.187 3.583 3.687
N 1.562 2.975 2.514
C 1.066 1.699 2.500
O 1.337 0.894 1.555
C 0.343 1.537 3.696
C 0.429 2.721 4.391
C -0.157 3.115 5.698
C 2.540 3.520 1.634
C 3.765 3.932 2.144
C 4.718 4.460 1.288
C 4.452 4.551 -0.071
C 3.237 4.111 -0.575
C 2.271 3.599 0.275
H 1.736 5.489 3.049
H 1.945 5.210 4.783
H 0.321 5.438 4.106
H -0.186 0.650 3.995
H -0.678 2.274 6.147
H -0.868 3.935 5.582
H 0.629 3.447 6.378
H 3.977 3.815 3.199
H 5.671 4.787 1.681
H 5.199 4.961 -0.737
H 3.043 4.180 -1.637
H 1.316 3.258 -0.102
S -0.710 -3.850 2.092
C -0.077 -4.210 0.543
C 0.354 -3.076 -0.058
N 0.188 -1.940 0.694
C -0.364 -2.204 1.849
H -0.054 -5.217 0.163
H 0.830 -3.010 -1.025
H -0.589 -1.446 2.582
*
```

Output
- Expectation value of S²: 6.0444
- DFT total energy: -3030.6128 hartree


12.
Below is one molecule with the formula C4H7NO in a non-equilibrium geometry, with properties calculated with ωB97M-V/def2-TZVPD.

Geometry as ORCA input:
```
! wB97M-V def2-TZVPD RIJCOSX def2/J DEFGRID3
* xyz 0 1
N -1.803 2.008 -0.631
C -1.625 0.915 -0.294
C -1.204 -0.400 0.213
C 0.011 -0.875 -0.578
C 1.281 0.352 -0.112
O 1.900 0.082 1.097
H -0.694 -0.253 1.417
H -2.089 -1.066 0.273
H 0.079 -1.978 -0.390
H 0.088 -0.702 -1.646
H 2.047 0.424 -0.902
H 0.747 1.327 -0.038
H 1.182 0.124 1.755
*
```

Output
- ΔE to the lowest compared entry with this formula, charge and spin: 286.4 kJ/mol
- SMILES: N#CCCCO